No. 1
ORCA calculation (wB97M-V/def2-TZVPD) on a cluster of 8 separate species, C23H43N2O28S7 in total.

The HOMO energy is -11.8 eV. As for the energy above the lowest of the compared OMol25 structures with the same formula, charge and spin: 0.00 kcal per mole. For the max |F|, the calculation gives 0.0208 Eh/bohr.

Geometry as ORCA input:
```
! wB97M-V def2-TZVPD RIJCOSX def2/J DEFGRID3
* xyz 1 1
S 0.910 -0.664 -4.398
S 0.749 5.107 -2.218
S 0.198 -2.890 -10.627
S -3.159 -0.432 -0.159
S 4.737 -2.276 2.019
S 0.227 10.927 -6.127
S 0.692 -1.012 2.392
O -0.519 10.905 -7.331
O 0.796 4.968 -0.630
O 4.014 -2.260 0.799
O 0.763 -2.603 2.262
O 5.267 -1.097 2.591
O 5.896 -3.368 1.896
O 1.670 0.734 -4.404
O -0.539 -0.659 3.018
O 3.870 -3.034 3.136
O -2.602 0.860 0.002
O 1.997 4.696 -2.748
O -4.729 -0.357 0.137
O -0.497 -3.915 -9.609
O -0.570 -0.097 -4.575
O 0.872 12.105 -5.676
O 0.372 -3.516 -11.884
O 1.934 -0.545 2.886
O 1.243 -1.399 -5.562
O -2.768 -1.336 1.101
O -0.458 -1.640 -10.505
O 1.280 9.723 -6.167
O -2.929 -1.190 -1.331
O 0.173 6.352 -2.571
O -0.335 3.961 -2.486
O -0.672 10.360 -4.930
O 1.618 -2.821 -9.896
O 0.564 -0.676 0.848
O 1.056 -1.238 -3.107
N -5.001 -1.695 6.668
N -4.055 -0.819 7.016
C 4.368 -4.365 3.332
C -0.619 -0.225 6.395
C -3.875 -1.474 1.988
C 1.174 8.941 -4.969
C -0.576 1.334 -4.440
C 0.473 -4.455 -8.702
C 0.926 -1.830 0.054
C -5.091 -1.367 1.086
C 5.844 -4.266 3.012
C -0.476 3.144 -1.311
C 1.246 -3.478 6.569
C -2.824 -1.273 7.031
C 1.090 -2.150 5.834
C -1.746 -0.337 7.447
C -3.486 -3.461 6.318
C -0.256 4.106 -0.166
C -4.778 -2.948 6.348
C 0.798 1.763 -4.910
C -0.295 9.012 -4.615
C 0.471 -2.999 0.901
C 0.656 -0.998 6.786
C 1.510 -3.361 -8.570
C -2.475 -2.597 6.670
H -5.630 -3.566 6.110
H 0.896 -5.361 -9.143
H -0.003 -4.697 -7.757
H -5.948 -1.339 6.684
H 1.486 -0.303 6.861
H 1.514 7.927 -5.157
H -1.459 2.683 -1.296
H 0.293 2.368 -1.331
H -3.840 -0.657 2.715
H -5.280 -2.299 0.549
H -3.298 -4.487 6.053
H 1.100 2.729 -4.515
H -1.339 -0.655 8.403
H 0.867 1.771 -5.999
H 0.451 -3.649 7.294
H -1.378 1.755 -5.039
H 2.003 -1.828 -0.080
H -0.890 8.333 -5.230
H -0.356 0.826 6.344
H -5.990 -1.063 1.616
H 0.053 3.606 0.748
H -1.447 -2.922 6.688
H -0.737 1.575 -3.391
H 3.852 -5.036 2.642
H 0.437 -1.788 -0.913
H 0.367 -2.243 5.028
H 1.177 -2.569 -7.897
H -1.143 4.711 0.029
H -3.813 -2.429 2.505
H 2.031 -1.868 5.376
H -0.956 -0.496 5.400
H 1.258 -4.295 5.851
H 2.180 -3.506 7.121
H 6.408 -3.828 3.838
H 6.283 -5.220 2.736
H 4.181 -4.679 4.356
H -2.177 0.643 7.624
H 1.796 9.399 -4.197
H 2.477 -3.732 -8.243
H 0.536 -1.414 7.785
H -0.480 8.810 -3.565
H 0.999 -3.918 0.664
H -0.606 -3.159 0.819
*
```

***

No. 2
ORCA calculation (wB97M-V/def2-TZVPD) on a cluster of 3 separate species, C23H43N2O3S2 in total.

The HOMO energy (spin up / spin down) is -8.5 / -8.8 eV. The expectation value of S² is 0.754. For the max |F|, the calculation gives 0.0638 Eh/bohr.

Geometry as ORCA input:
```
! wB97M-V def2-TZVPD RIJCOSX def2/J DEFGRID3
* xyz 0 2
S 5.515 -3.441 -2.607
S 4.406 2.670 0.454
O -3.948 -1.741 2.044
O 4.329 -3.771 -1.769
O 4.612 1.370 1.147
N -4.428 -0.952 1.135
N 0.356 0.897 -0.699
C 0.042 -0.517 2.055
C 2.948 3.445 1.178
C -0.977 1.137 -0.606
C 1.035 1.799 -1.465
C -4.616 0.669 2.970
C -4.048 -1.335 -0.245
C -0.969 3.157 -2.117
C 1.143 -1.575 2.513
C -1.722 2.221 -1.264
C -2.735 -0.660 -0.811
C -0.884 -1.022 0.892
C -4.196 0.474 1.441
C -2.654 0.907 1.360
C -5.267 -1.179 -1.277
C 4.925 -3.144 -4.284
C 5.961 -1.728 -2.261
C -1.829 0.112 0.267
C -5.080 1.493 0.628
C 5.597 3.840 1.136
C -3.783 -2.916 -0.213
C 1.848 -2.345 1.336
C 2.468 -1.379 0.247
C 0.490 2.929 -2.198
H 0.547 0.459 1.844
H -5.636 -2.176 -1.625
H 2.147 1.651 -1.544
H 2.684 -3.004 1.709
H -2.830 2.322 -1.148
H -2.083 -1.493 -1.205
H -1.475 3.986 -2.671
H 5.749 -2.782 -4.901
H 0.681 -2.332 3.214
H 2.836 4.455 0.778
H 4.555 -4.085 -4.691
H 3.047 3.479 2.264
H -4.618 1.766 3.236
H -3.737 -3.279 -1.284
H 1.137 3.614 -2.802
H -0.328 -1.457 0.022
H -1.517 -1.850 1.330
H 5.398 4.836 0.738
H -5.596 0.181 3.209
H -2.679 2.021 1.181
H 4.116 -2.412 -4.269
H -4.864 1.430 -0.470
H 1.928 -1.044 3.123
H -6.161 1.377 0.891
H -3.854 0.206 3.659
H 6.325 -1.668 -1.236
H 6.597 3.526 0.839
H 6.751 -1.413 -2.945
H -2.806 -3.186 0.249
H 5.526 3.848 2.225
H -5.017 -0.526 -2.149
H 1.105 -3.031 0.852
H -4.768 2.526 0.960
H 1.808 -1.344 -0.665
H 2.526 -0.321 0.627
H -4.674 -3.407 0.248
H -0.601 -0.358 2.971
H -2.263 0.790 2.405
H 3.469 -1.766 -0.061
H 5.085 -1.087 -2.375
H -6.121 -0.683 -0.734
H 2.074 2.852 0.910
H -3.004 -0.036 -1.699
*
```

***

No. 3
ORCA calculation (wB97M-V/def2-TZVPD) on a structure of composition C23H43N5RuSSbSi3.

The HOMO energy (spin up / spin down) is -16.5 / -17.1 eV. The expectation value of S² is 6.034. For the max |F|, the calculation gives 0.0090 Eh/bohr.

Geometry as ORCA input:
```
! wB97M-V def2-TZVPD RIJCOSX def2/J DEFGRID3
* xyz 3 5
Sb 2.669 -0.912 -0.598
Ru 0.226 0.066 -0.487
S -0.053 -0.322 1.910
Si 2.916 -4.041 -0.108
Si 0.628 2.219 -2.680
Si 3.023 -2.970 -3.236
N -0.149 -1.995 -1.116
N -2.221 1.146 1.302
N -1.727 1.297 -0.005
N 2.750 3.457 -0.937
N -2.084 0.349 3.436
C -0.295 3.800 -2.328
C -1.175 -4.417 -1.970
C 0.710 -2.962 -1.523
C 4.590 -3.405 0.442
C 0.183 -4.186 -1.954
C 2.127 2.528 -0.165
C 2.034 2.404 -3.873
C 3.564 4.308 -0.355
C -2.040 -3.418 -1.529
C 2.475 -4.483 -4.171
C 2.194 -2.800 -1.470
C 4.876 -3.029 -3.041
C -1.558 0.439 2.232
C 1.725 -3.935 1.326
C 2.300 2.477 1.225
C 4.309 0.086 -1.514
C 1.224 1.667 -0.870
C -0.545 0.892 -3.306
C 2.428 -1.480 -4.205
C 3.764 4.341 1.038
C 3.072 -5.777 -0.748
C -1.480 -2.242 -1.111
C 3.116 3.421 1.836
H -1.604 -0.179 4.151
H -1.258 3.663 -1.829
H -2.114 -1.445 -0.735
H -0.925 1.262 -4.266
H 2.112 -6.280 -0.873
H 0.300 4.509 -1.753
H 2.801 3.073 -3.493
H 1.616 2.838 -4.788
H 2.653 -5.432 -3.667
H 1.803 1.715 1.809
H 5.213 -0.162 -0.961
H 2.046 -4.635 2.102
H 0.863 -4.961 -2.269
H -2.458 1.018 -0.659
H 3.249 3.428 2.910
H 3.080 -4.496 -5.084
H -1.561 -5.369 -2.311
H 3.081 -1.285 -5.060
H 1.430 -1.674 -4.606
H 5.195 -4.028 -2.733
H 4.120 1.157 -1.464
H -2.970 0.765 3.688
H 3.630 -6.347 0.001
H 4.394 -0.241 -2.547
H -1.531 2.283 -0.176
H 4.596 -2.400 0.880
H 0.702 -4.205 1.056
H -1.442 0.698 -2.710
H -0.522 4.270 -3.289
H 1.433 -4.439 -4.490
H -0.058 -0.062 -3.521
H 5.321 -2.848 -4.023
H 5.323 -2.316 -2.349
H 1.707 -2.943 1.789
H -3.111 -3.555 -1.504
H 4.416 5.093 1.465
H 5.354 -3.446 -0.333
H 4.921 -4.064 1.252
H 4.073 5.018 -0.997
H 2.373 -0.558 -3.621
H 3.633 -5.850 -1.679
H -3.076 1.638 1.532
H 2.488 1.455 -4.154
*
```